{
  "formula": "C44H126AlF6N22O11P7S2",
  "method": "wB97M-V/def2-TZVPD",
  "homo_energy_ha": -0.4145,
  "e_tot_ev": -212554.64475,
  "charge": 2,
  "e_lumo_ev": -10.0,
  "elements": ["Al", "C", "F", "F", "F", "S", "O", "O", "N", "S", "O", "O", "C", "F", "F", "F", "O", "P", "N", "C", "C", "N", "C", "C", "N", "C", "C", "H", "H", "H", "H", "H", "H", "H", "H", "H", "H", "H", "H", "H", "H", "H", "H", "H", "H", "O", "P", "N", "C", "C", "N", "C", "C", "N", "C", "C", "H", "H", "H", "H", "H", "H", "H", "H", "H", "H", "H", "H", "H", "H", "H", "H", "H", "H", "O", "P", "N", "C", "C", "N", "C", "C", "N", "C", "C", "H", "H", "H", "H", "H", "H", "H", "H", "H", "H", "H", "H", "H", "H", "H", "H", "H", "H", "O", "P", "N", "C", "C", "N", "C", "C", "N", "C", "C", "H", "H", "H", "H", "H", "H", "H", "H", "H", "H", "H", "H", "H", "H", "H", "H", "H", "H", "O", "P", "N", "C", "C", "N", "C", "C", "N", "C", "C", "H", "H", "H", "H", "H", "H", "H", "H", "H", "H", "H", "H", "H", "H", "H", "H", "H", "H", "O", "P", "N", "C", "C", "N", "C", "C", "N", "C", "C", "H", "H", "H", "H", "H", "H", "H", "H", "H", "H", "H", "H", "H", "H", "H", "H", "H", "H", "O", "P", "N", "C", "C", "N", "C", "C", "N", "C", "C", "H", "H", "H", "H", "H", "H", "H", "H", "H", "H", "H", "H", "H", "H", "H", "H", "H", "H"],
  "xyz": [[30.288, 4.690, -0.093], [30.865, 0.846, -3.087], [31.702, 1.729, -3.592], [29.681, 0.857, -3.682], [31.357, -0.382, -3.266], [30.527, 1.103, -1.172], [30.401, -0.184, -0.557], [31.639, 1.945, -0.729], [29.128, 2.176, -0.982], [27.928, 1.106, -1.010], [28.018, 0.042, -2.018], [27.502, 0.613, 0.305], [26.418, 2.294, -1.442], [26.040, 2.975, -0.418], [26.730, 3.041, -2.474], [25.432, 1.461, -1.827], [32.605, 4.737, -2.010], [33.897, 4.884, -2.694], [34.974, 3.749, -2.070], [35.692, 4.083, -0.863], [34.793, 2.279, -2.218], [34.598, 6.463, -2.749], [33.739, 7.646, -2.754], [35.939, 6.628, -3.444], [33.749, 4.508, -4.378], [34.821, 3.912, -5.232], [32.521, 4.759, -5.131], [35.162, 3.633, -0.024], [35.715, 5.166, -0.739], [36.707, 3.701, -0.971], [34.384, 1.947, -3.173], [34.238, 1.899, -1.361], [35.820, 1.915, -2.244], [33.141, 7.731, -1.846], [34.352, 8.537, -2.894], [33.064, 7.564, -3.606], [36.457, 5.694, -3.224], [35.767, 6.693, -4.518], [36.432, 7.535, -3.094], [35.413, 3.245, -4.605], [34.454, 3.265, -6.029], [35.450, 4.650, -5.729], [32.257, 5.795, -4.918], [31.681, 4.153, -4.795], [32.687, 4.607, -6.198], [30.847, 2.873, 2.248], [31.157, 1.841, 3.289], [29.678, 1.256, 4.013], [28.827, 2.156, 4.800], [28.854, 0.166, 3.511], [32.056, 2.334, 4.666], [32.331, 1.466, 5.877], [32.215, 3.842, 4.747], [31.951, 0.412, 2.778], [32.995, 0.479, 1.748], [31.917, -0.863, 3.494], [28.775, 1.763, 5.815], [27.845, 2.342, 4.367], [29.157, 3.195, 4.788], [28.550, -0.526, 4.297], [29.358, -0.558, 2.871], [27.960, 0.638, 3.102], [33.309, 1.653, 6.320], [31.631, 1.724, 6.671], [32.295, 0.422, 5.566], [31.274, 4.384, 4.848], [32.870, 4.111, 5.575], [32.784, 4.231, 3.902], [33.092, 1.507, 1.399], [33.936, 0.059, 2.101], [32.720, -0.049, 0.835], [31.208, -0.904, 4.320], [32.865, -0.984, 4.017], [31.742, -1.694, 2.810], [22.724, 4.218, 4.885], [22.936, 3.005, 4.077], [23.615, 3.231, 2.569], [24.583, 4.331, 2.301], [23.548, 2.230, 1.538], [21.579, 1.925, 3.708], [20.608, 2.420, 2.646], [20.880, 1.406, 4.908], [24.097, 1.841, 4.689], [25.260, 2.427, 5.302], [24.039, 0.345, 4.528], [24.043, 5.262, 2.127], [25.383, 4.171, 1.578], [25.135, 4.561, 3.212], [24.462, 1.644, 1.443], [23.250, 2.638, 0.572], [22.688, 1.572, 1.665], [19.758, 2.904, 3.127], [20.919, 3.159, 1.907], [20.117, 1.549, 2.212], [20.216, 2.180, 5.292], [20.258, 0.526, 4.744], [21.591, 1.051, 5.655], [25.006, 3.026, 6.176], [25.958, 1.657, 5.633], [25.837, 3.049, 4.617], [23.344, 0.151, 3.711], [23.565, -0.034, 5.433], [25.021, 0.002, 4.203], [31.786, -5.250, -3.132], [31.118, -5.135, -1.802], [31.852, -3.992, -0.782], [31.338, -3.752, 0.572], [32.422, -2.732, -1.235], [30.992, -6.581, -0.927], [30.010, -7.565, -1.474], [32.145, -7.091, -0.207], [29.543, -4.432, -1.920], [29.257, -3.532, -3.023], [28.674, -4.347, -0.645], [32.205, -3.416, 1.141], [31.001, -4.697, 0.997], [30.562, -2.987, 0.521], [32.718, -2.083, -0.411], [31.672, -2.204, -1.824], [33.280, -2.771, -1.906], [29.829, -8.256, -0.650], [29.079, -7.019, -1.625], [30.431, -8.024, -2.368], [33.041, -7.207, -0.816], [32.403, -6.468, 0.650], [31.806, -8.011, 0.269], [30.049, -3.501, -3.771], [28.273, -3.711, -3.456], [29.232, -2.518, -2.625], [27.677, -4.761, -0.798], [28.611, -3.287, -0.396], [29.089, -4.853, 0.226], [22.002, -1.364, -6.689], [22.595, -0.836, -5.393], [24.295, -0.807, -5.225], [24.998, 0.025, -4.238], [25.153, -1.920, -5.735], [22.078, -1.719, -3.985], [20.798, -1.506, -3.400], [22.691, -2.925, -3.611], [22.065, 0.717, -4.989], [21.818, 1.711, -6.024], [22.116, 1.237, -3.623], [24.742, 1.078, -4.351], [26.080, 0.048, -4.110], [24.553, -0.233, -3.277], [24.597, -2.857, -5.694], [26.050, -2.077, -5.137], [25.377, -1.738, -6.786], [20.069, -2.307, -3.522], [20.954, -1.225, -2.359], [20.339, -0.592, -3.777], [22.401, -3.587, -4.427], [23.758, -2.700, -3.603], [22.485, -3.427, -2.666], [20.765, 1.741, -6.305], [22.090, 2.727, -5.736], [22.508, 1.549, -6.852], [22.690, 2.159, -3.536], [22.792, 0.646, -3.006], [21.110, 1.453, -3.262], [26.965, -5.621, 1.837], [26.096, -4.617, 2.480], [26.660, -4.213, 4.081], [26.499, -2.877, 4.607], [26.803, -5.296, 5.063], [24.491, -5.286, 2.873], [23.550, -4.439, 3.636], [24.168, -6.731, 2.995], [25.596, -3.213, 1.552], [24.851, -3.560, 0.363], [26.517, -2.125, 1.349], [25.455, -2.567, 4.651], [27.077, -2.198, 3.981], [26.961, -2.671, 5.572], [27.026, -6.263, 4.611], [25.849, -5.397, 5.579], [27.611, -5.063, 5.757], [22.566, -4.907, 3.623], [23.837, -4.241, 4.669], [23.365, -3.478, 3.156], [24.856, -7.224, 3.681], [23.113, -6.870, 3.233], [24.278, -7.164, 2.001], [25.535, -3.994, -0.367], [24.110, -4.292, 0.686], [24.240, -2.731, 0.008], [26.663, -1.484, 2.218], [26.151, -1.470, 0.558], [27.538, -2.444, 1.139], [28.340, 7.174, 0.091], [27.127, 7.969, -0.283], [27.539, 9.338, -1.296], [26.608, 9.995, -2.207], [28.781, 10.069, -1.035], [26.295, 8.697, 0.978], [26.745, 8.600, 2.362], [25.135, 9.543, 0.878], [25.856, 7.116, -1.162], [26.295, 6.481, -2.427], [24.957, 6.282, -0.364], [25.537, 9.857, -2.062], [26.956, 9.784, -3.219], [26.705, 11.065, -2.025], [29.466, 10.082, -1.883], [29.172, 9.604, -0.130], [28.627, 11.106, -0.736], [26.976, 7.556, 2.572], [27.654, 9.166, 2.563], [26.073, 8.948, 3.147], [25.410, 10.552, 0.572], [24.299, 9.215, 0.260], [24.681, 9.645, 1.864], [26.917, 7.093, -3.081], [26.903, 5.628, -2.126], [25.426, 6.128, -2.982], [24.156, 5.929, -1.013], [24.459, 6.753, 0.484], [25.447, 5.431, 0.110]],
  "lowdin_charge": [1.04, -0.63, 0.17, 0.12, 0.13, 0.64, -0.31, -0.39, -0.33, 0.58, -0.34, -0.34, -0.68, 0.17, 0.15, 0.10, -0.37, 0.59, -0.32, -0.11, -0.08, -0.30, -0.10, -0.07, -0.27, -0.10, -0.10, 0.08, 0.08, 0.09, 0.07, 0.07, 0.09, 0.08, 0.09, 0.07, 0.07, 0.07, 0.09, 0.06, 0.08, 0.07, 0.07, 0.07, 0.09, -0.38, 0.64, -0.28, -0.11, -0.13, -0.27, -0.06, -0.10, -0.28, -0.10, -0.12, 0.09, 0.05, 0.08, 0.07, 0.07, 0.07, 0.08, 0.08, 0.05, 0.06, 0.08, 0.07, 0.07, 0.09, 0.05, 0.07, 0.08, 0.07, -0.25, 0.62, -0.25, -0.06, -0.12, -0.30, -0.10, -0.11, -0.24, -0.12, -0.06, 0.09, 0.07, 0.07, 0.09, 0.09, 0.06, 0.08, 0.08, 0.08, 0.09, 0.09, 0.07, 0.10, 0.08, 0.06, 0.07, 0.08, 0.07, -0.26, 0.59, -0.19, -0.09, -0.07, -0.31, -0.06, -0.09, -0.17, -0.06, -0.05, 0.09, 0.08, 0.09, 0.08, 0.07, 0.11, 0.09, 0.07, 0.09, 0.09, 0.07, 0.09, 0.09, 0.10, 0.08, 0.08, 0.07, 0.06, -0.27, 0.64, -0.26, -0.11, -0.08, -0.29, -0.12, -0.12, -0.30, -0.09, -0.13, 0.07, 0.08, 0.06, 0.07, 0.08, 0.09, 0.10, 0.09, 0.07, 0.10, 0.07, 0.10, 0.09, 0.08, 0.09, 0.08, 0.06, 0.09, -0.29, 0.68, -0.29, -0.13, -0.09, -0.28, -0.12, -0.08, -0.29, -0.12, -0.13, 0.07, 0.04, 0.10, 0.08, 0.08, 0.09, 0.08, 0.07, 0.07, 0.08, 0.08, 0.08, 0.07, 0.07, 0.09, 0.05, 0.08, 0.07, -0.41, 0.64, -0.31, -0.13, -0.11, -0.31, -0.11, -0.12, -0.28, -0.10, -0.13, 0.07, 0.08, 0.08, 0.08, 0.07, 0.08, 0.07, 0.08, 0.08, 0.08, 0.08, 0.08, 0.08, 0.06, 0.08, 0.09, 0.06, 0.04]
}